Below is the molecule H10OS2Si4 in a non-equilibrium geometry, with properties calculated with wB97M-V/def2-TZVPD.

As for the HOMO energy: -8.5 eV. The LUMO energy comes out at 0.2 eV. The calculation puts the orbital gap at 8.678 eV.

XYZ file:
```
17
H10OS2Si4 (wB97M-V/def2-TZVPD)
O 1.156 -0.676 1.879
Si 2.718 -1.126 1.937
Si -2.745 0.579 -1.078
Si 0.685 0.744 -1.304
Si -0.223 0.252 1.930
S -0.889 -0.437 -0.317
S -0.189 2.295 1.940
H 2.914 -0.701 3.303
H 2.857 -2.424 1.314
H 3.578 -0.099 1.264
H -3.444 0.968 0.201
H -2.430 1.845 -1.801
H -3.494 -0.250 -1.977
H 2.073 0.183 -0.849
H 0.480 2.166 -1.159
H 0.311 0.420 -2.852
H -1.000 -0.848 2.633
```

Below is a structure of composition C6H11PS in a non-equilibrium geometry, with properties calculated with wB97M-V/def2-TZVPD.

As for the HOMO energy: -8.2 eV. The LUMO energy comes out at 0.7 eV. The calculation puts the orbital gap at 8.856 eV.

XYZ file:
```
19
C6H11PS (wB97M-V/def2-TZVPD)
C 1.232 -0.204 -0.778
C 0.426 -1.153 -0.374
C 0.782 1.230 -0.915
C -0.731 1.329 -1.100
C 0.509 -2.598 -0.122
C -1.377 0.718 1.713
P -1.551 0.082 -0.012
S -3.351 -0.459 -0.474
H 2.273 -0.395 -1.021
H 1.089 1.777 -0.017
H 1.289 1.695 -1.764
H -1.106 2.336 -0.901
H -1.008 1.053 -2.123
H -0.416 -2.969 0.314
H 1.330 -2.816 0.561
H 0.682 -3.135 -1.055
H -2.339 0.614 2.212
H -0.625 0.142 2.250
H -1.083 1.766 1.691
```

Below is a cluster of 2 separate species, C3H10NS in total in a non-equilibrium geometry, with properties calculated with wB97M-V/def2-TZVPD.

As for the HOMO energy: -2.3 eV. The net charge is -1. The LUMO energy comes out at 3.8 eV. The calculation puts the orbital gap at 6.028 eV.

XYZ file:
```
15
C3H10NS (wB97M-V/def2-TZVPD)
C 3.753 -1.232 -0.901
S 2.346 -1.500 0.447
H 4.344 -2.174 -0.945
H 4.441 -0.474 -0.439
H 3.617 -0.802 -2.045
C -2.117 0.883 -0.719
N -2.068 1.256 0.686
C -1.577 0.093 1.540
H -1.343 0.195 -1.218
H -2.205 1.774 -1.480
H -3.128 0.475 -1.162
H -1.585 2.115 1.019
H -0.489 -0.052 1.807
H -2.149 0.163 2.536
H -1.840 -0.720 0.873
```

Below is the molecule C4H10N2O in a non-equilibrium geometry, with properties calculated with wB97M-V/def2-TZVPD.

As for the HOMO energy: -8.5 eV. The LUMO energy comes out at 0.8 eV. The calculation puts the orbital gap at 9.333 eV.

XYZ file:
```
17
C4H10N2O (wB97M-V/def2-TZVPD)
N 1.414 -2.064 0.301
C 0.021 -1.792 -0.112
C -0.218 -0.388 -0.467
N -0.577 0.495 0.750
C -0.416 1.918 0.707
C -0.295 2.492 -0.771
O 0.683 2.352 -1.410
H 1.912 -2.423 -0.475
H 1.251 -2.886 0.912
H -0.293 -2.473 -0.939
H -0.712 -1.976 0.764
H 0.699 0.121 -0.821
H -1.052 -0.472 -1.311
H -0.168 -0.087 1.478
H 0.511 2.136 1.189
H -1.421 2.435 1.232
H -1.337 2.613 -1.026
```

So what do the calculations give for relative energy (zero: lowest compared OMol25 entry of this formula, charge and spin)? Going down the list: 2.078; 0.373; 2.915; 3.957 eV.